49
Properties=species:S:1:pos:R:3:forces:R:3:lowdin_charge:R:1 method="wB97M-V/def2-TZVPD" smiles="O=C1C[C@H](c2ccc(F)cc2)CC(O)=C1/C=N/CCN1CCNCC1" mol_weight_da=345.42 fmax_ev_per_a=0.8 e_homo_ha=-0.300 e_lumo_ev=0.418
H -0.4787 -4.8689 2.3698 0.0 -0.1 -0.1 0.12
C -1.4156 3.5129 -1.8766 0.1 0.0 0.5 -0.18
H -0.0157 3.8249 -0.2375 -0.2 0.1 0.1 0.11
H 2.2287 -2.1603 0.1176 0.0 0.1 0.0 0.14
C -0.1228 -3.9536 2.8199 0.1 0.2 0.0 -0.03
N 1.7346 3.4714 -4.7711 0.3 0.0 0.0 -0.08
H -2.1891 0.9822 0.0756 0.0 0.1 0.0 0.14
H -1.8803 4.4998 -1.7914 -0.1 0.0 0.0 0.12
H -1.6551 3.3094 0.2465 0.1 0.0 0.0 0.12
C -0.8436 3.1528 -0.4767 -0.4 0.6 -0.4 -0.19
C 0.8235 -1.7693 2.6054 0.0 -0.1 0.0 -0.01
C 0.0392 2.2830 -3.4057 0.1 0.0 -0.4 -0.19
N -0.3461 1.8127 -0.4236 0.3 -0.5 0.1 0.00
C -0.6622 -0.5241 -0.1402 0.1 0.2 0.0 -0.09
H 2.4973 3.1604 -4.1732 0.0 0.0 -0.1 0.11
H 0.1059 5.5015 -2.5613 0.0 0.0 0.1 0.12
C 0.3592 -2.9321 2.0055 0.1 -0.1 0.0 -0.19
H 1.3254 4.2662 -2.1476 0.0 0.1 0.0 0.12
C 1.2039 4.7200 -4.2583 0.1 0.1 0.4 -0.22
C 0.6950 2.4597 -4.7816 -0.1 -0.3 0.3 -0.21
H -0.0639 2.7779 -5.5011 0.0 -0.1 0.0 0.12
H -0.5274 -4.6150 4.8261 0.0 -0.1 0.1 0.12
F 0.2915 -2.5128 6.1013 0.0 0.0 -0.1 0.06
C -1.1310 0.8409 -0.1573 -0.1 0.2 0.0 -0.06
H 1.1258 1.5142 -5.1173 -0.1 0.0 0.0 0.11
N -0.4990 3.5593 -2.9804 0.1 0.0 -0.1 -0.18
C 0.3117 -2.6515 4.7591 0.0 0.0 -0.1 -0.28
H 1.2948 -2.5600 -1.3180 0.0 0.0 0.0 0.14
O -2.7983 -1.3486 0.4050 -0.1 0.1 0.0 0.08
C 1.2157 -2.1940 -0.2886 0.0 -0.1 0.1 -0.06
H -1.1590 -3.2578 -1.0618 0.0 0.0 0.0 0.14
O 1.5475 0.1427 -0.5916 0.0 -0.3 0.1 0.09
C 0.3212 -3.1424 0.5082 -0.1 0.0 -0.2 -0.26
H -0.7764 1.5594 -3.4685 0.0 -0.1 0.1 0.12
H 1.0338 1.0265 -0.5906 -0.1 0.0 0.0 0.07
C -1.1186 -2.9962 0.0001 -0.1 -0.1 0.1 -0.06
H 0.6497 -4.1701 0.3132 0.0 0.1 0.0 0.15
H 0.7909 1.8986 -2.6937 -0.1 0.0 -0.1 0.11
C 0.6661 -0.8031 -0.3432 -0.1 0.0 -0.1 -0.28
H 0.4524 5.0724 -4.9695 0.0 0.1 0.1 0.12
H 1.2109 -0.9584 2.0105 0.1 0.1 0.0 0.11
H -2.1943 2.7838 -2.1210 -0.1 0.1 0.1 0.12
H -1.7973 -3.6608 0.5360 0.0 0.1 0.0 0.12
C -0.1531 -3.8251 4.1947 0.0 0.1 0.2 0.00
C 0.8034 -1.6216 3.9818 -0.1 -0.1 0.3 0.01
C -1.6379 -1.5769 0.1317 0.3 -0.4 -0.1 -0.37
H 2.0118 5.4527 -4.2066 -0.1 0.0 0.0 0.11
C 0.5489 4.5554 -2.8802 0.0 0.1 -0.3 -0.19
H 1.1626 -0.7194 4.4508 0.0 0.1 0.1 0.12